[1]
Density functional theory data (wB97M-V/def2-TZVPD) for a structure of composition C40H35BrF3N5O2PTl.

Its total charge is -2. As for the orbital gap: 0.20887 Eh. The relative energy (zero: lowest compared OMol25 entry of this formula, charge and spin) is 67.96 kJ/mol. The calculation puts the HOMO energy at -0.049 Eh. As for the LUMO energy: 4.35 eV. As for the largest force on an atom: 0.02059 Eh/bohr.

Last column: Mulliken charge in e.
Cartesian coordinates (Å):
Tl  -0.78129  -0.56892  0.22061  1.05
Br  -4.02358  -1.61024  0.94865  -0.18
P  1.00133  0.25452  3.17648  1.12
F  3.13820  -4.33965  -1.59305  -0.31
F  3.36844  -2.74634  -0.14943  -0.21
F  3.91179  -4.76604  0.37731  -0.32
O  0.85272  -3.29835  0.46005  -0.55
O  1.30228  -5.52932  0.35766  -0.77
N  -0.75983  -1.50068  -2.30429  -0.29
N  -1.04222  2.70236  0.12040  -0.49
N  0.23651  2.92374  -0.22246  1.15
N  0.39835  -2.05036  -2.69105  0.44
N  1.08285  0.34166  -1.23267  0.56
C  -3.11214  -1.00216  4.92369  -0.50
C  -3.07811  2.11137  -2.94759  -0.97
C  1.80258  0.74773  4.78125  -1.67
C  2.98545  -4.02800  -0.28015  0.85
C  -4.23087  0.54308  -0.97162  0.28
C  -4.43124  2.19642  -2.76350  -1.10
C  1.87179  -1.34670  2.92793  -1.38
C  -1.72316  3.69037  -0.43525  -0.49
C  -2.00154  -1.79534  5.18405  -0.64
C  -0.60489  -0.30021  3.89763  0.29
C  -4.95352  -0.27671  -0.05451  0.17
C  -1.02509  -3.71981  -2.62016  -1.27
C  2.24323  -1.58626  -4.17028  -0.49
C  3.38811  -0.91720  -4.57217  0.68
C  3.03226  2.15566  2.07162  1.19
C  1.96124  2.76002  1.43457  0.24
C  -6.30442  -0.21765  0.13217  -0.74
C  -2.80688  0.50016  -1.10465  -0.47
C  3.42100  0.90526  1.58036  -1.09
C  -1.72701  0.49136  3.64892  -0.45
C  1.86333  -0.13697  -2.23982  0.39
C  -2.28984  1.29423  -2.11051  0.24
C  -2.97136  0.14736  4.15930  -0.44
C  0.37910  4.04544  -0.96124  -0.29
C  4.11061  -1.29031  -5.84093  -1.56
C  1.51398  -1.23950  -3.03419  -0.53
C  -0.75689  -1.44241  4.67956  -0.56
C  0.27851  -3.38599  -2.88638  -0.24
C  3.78943  0.15454  -3.76634  -1.19
C  -6.45233  1.48489  -1.55317  -0.93
C  -0.87683  4.57945  -1.13112  -1.03
C  1.70227  0.93532  -0.17657  -1.60
C  3.72675  2.81463  3.23667  -1.62
C  1.52645  -4.31827  0.23754  0.25
C  3.05661  0.51932  -2.65662  -0.30
C  -7.06746  0.70150  -0.62159  -0.43
C  2.79106  0.32779  0.49885  0.04
C  -1.62906  -2.50179  -2.25749  0.00
C  1.30805  2.17013  0.35680  -0.08
C  -5.05003  1.41734  -1.76051  1.39
H  -2.60499  2.69022  -3.73558  0.40
H  -6.78288  -0.88162  0.83986  0.37
H  2.78039  -1.14512  2.35714  0.23
H  1.34865  4.36050  -1.31091  0.49
H  -8.13878  0.75994  -0.46561  0.36
H  4.67985  0.72233  -4.02676  0.30
H  -2.79580  3.73027  -0.32177  0.48
H  4.23191  0.36940  2.06785  0.16
H  -1.46644  -4.70153  -2.64512  0.40
H  3.38443  1.36945  -2.07029  0.36
H  1.67394  -0.01499  5.55355  0.51
H  3.72513  -0.73221  -6.70149  0.28
H  0.09765  -2.07906  4.87924  0.24
H  -5.04282  2.84785  -3.38066  0.24
H  1.89480  -2.42300  -4.76444  0.47
H  -4.08737  -1.29077  5.29742  0.34
H  2.86954  0.91001  4.60608  0.44
H  1.60315  3.72863  1.77313  0.36
H  1.11838  -4.00201  -3.14467  0.42
H  3.13651  2.73697  4.15552  0.23
H  -1.61565  1.37186  3.02275  0.19
H  -3.83723  0.75873  3.93492  0.38
H  -1.21324  1.29372  -2.27063  0.27
H  3.99188  -2.35283  -6.06288  0.36
H  -2.10934  -2.70021  5.77145  0.36
H  3.11028  -0.64597  0.14453  0.91
H  2.14136  -1.83138  3.86937  0.63
H  -1.14804  5.45412  -1.70048  0.41
H  1.36666  1.68605  5.12970  0.31
H  4.69703  2.35183  3.42683  0.37
H  5.17992  -1.07798  -5.76622  0.36
H  -7.03487  2.16895  -2.16315  0.31
H  1.25778  -2.01252  2.31673  0.17
H  -2.64869  -2.29802  -1.96381  0.31
H  3.89221  3.87798  3.04567  0.42

Atoms 1-6, force components in eV/Å:
-0.80 -0.14 0.28
0.00 0.08 -0.01
-0.49 -0.40 0.36
-0.03 0.03 -0.09
0.13 0.00 -0.06
0.10 0.02 0.05

[2]
Density functional theory data (wB97M-V/def2-TZVPD) for a structure of composition C40H35Cl2N2O3PdSSb.

Its total charge is +1. As for the orbital gap (alpha / beta): 0.21455 / 0.15788 Eh. As for the spin multiplicity: 2. The calculation puts the HOMO energy (alpha / beta) at -0.362 / -0.362 Eh. As for the LUMO energy (alpha / beta): -4.01 / -5.55 eV. As for the largest force on an atom: 0.01692 Eh/bohr.

Last column: Mulliken spin population.
Cartesian coordinates (Å):
Sb  -2.43996  -0.68009  -0.17798  0.38
Pd  1.30746  0.48162  -0.77214  0.02
Cl  3.55762  5.04828  0.41983  0.00
Cl  5.35265  0.29667  -1.37678  0.00
S  -0.23065  2.08148  -0.15185  0.07
O  2.73519  -0.86792  -0.94001  -0.01
O  0.24670  -0.48815  0.83692  0.08
O  4.18985  -2.12589  0.14983  0.00
N  0.14617  0.40035  1.84595  0.00
N  5.09102  2.53945  0.68596  0.00
C  -3.26693  -5.18553  1.50869  0.00
C  -0.28829  0.10702  -3.88469  -0.01
C  -0.38141  2.57512  2.57366  0.01
C  4.14562  1.51663  -1.32425  0.01
C  4.22834  2.54949  -0.38361  0.00
C  0.74813  -1.76871  -2.77544  -0.01
C  -3.21477  -5.01221  0.13571  0.00
C  2.48173  3.71306  -1.64339  0.00
C  2.28321  2.58400  -2.43426  0.00
C  4.97431  0.24640  1.67198  0.01
C  -0.15148  1.67786  1.52669  0.01
C  -2.82548  -2.85910  1.80228  0.04
C  6.89622  -0.49630  2.95992  0.00
C  3.40642  3.67158  -0.62305  0.00
C  5.62159  1.46525  1.44130  0.00
C  -2.45650  1.11839  -3.11826  0.01
C  3.11737  1.47984  -2.27220  0.00
C  -2.76382  -2.68495  0.41737  0.08
C  7.49580  0.74438  2.78988  0.00
C  -7.10218  0.65511  -0.86585  0.00
C  3.51718  -1.12736  0.08976  0.00
C  -0.27969  -1.76290  -1.84572  -0.02
C  -4.43717  0.00163  -0.51261  0.16
C  3.57455  -0.06217  1.20763  0.00
C  0.17832  -0.06003  3.11210  0.02
C  5.65205  -0.72679  2.40846  0.00
C  -2.92426  -3.68973  -1.95086  0.01
C  -1.30237  -0.81275  -1.93163  0.07
C  -3.07630  -4.10305  2.35353  0.02
C  0.75978  -0.79920  -3.77120  0.03
C  -3.97245  2.29044  0.51127  0.05
C  -6.65440  -0.60395  -1.23079  0.01
C  -5.32200  -0.93535  -1.03856  0.04
C  -1.34039  0.12082  -2.97399  0.02
C  -0.31993  2.13933  3.87717  -0.01
C  -6.22387  1.57184  -0.30850  0.01
C  -2.96184  -3.77009  -0.44591  0.03
C  6.86399  1.70818  2.03314  0.00
C  -4.87955  1.26650  -0.11375  -0.09
C  -0.04168  0.79763  4.15545  -0.01
H  5.40182  3.44963  0.98482  0.00
H  -8.14181  0.92199  -1.00132  0.00
H  -4.53253  3.18276  0.78528  0.00
H  -3.46152  -6.16776  1.91829  0.00
H  -7.33538  -1.33118  -1.65166  0.00
H  -0.29185  0.82006  -4.70109  0.00
H  -0.30087  -2.52583  -1.07403  0.00
H  -3.43126  0.62972  -3.10286  0.00
H  1.53309  2.58776  -3.21379  0.00
H  -3.50046  1.90233  1.41885  0.00
H  -4.98625  -1.93186  -1.29785  -0.01
H  -3.37912  -5.86309  -0.51441  0.00
H  -0.47280  2.84000  4.68662  0.00
H  -3.17669  2.58928  -0.17109  -0.01
H  1.51975  -2.52296  -2.73164  0.00
H  -2.68124  -2.01082  2.46377  0.01
H  -3.12505  -4.22506  3.42697  0.00
H  7.34378  2.66444  1.85906  0.00
H  -3.59067  -4.43750  -2.37881  0.00
H  1.56741  -0.78073  -4.49190  0.00
H  -1.92032  -3.88848  -2.32994  0.00
H  -3.22069  -2.71440  -2.33522  0.00
H  0.39840  -1.11356  3.20428  0.00
H  0.00200  0.42335  5.16688  0.00
H  -6.58782  2.54720  -0.01006  0.00
H  3.00151  -0.47955  2.04030  0.00
H  7.39484  -1.27420  3.52191  0.00
H  3.07515  0.64030  -2.95304  0.00
H  -2.44712  1.84937  -2.30402  0.00
H  -2.36627  1.66500  -4.05529  0.00
H  1.89139  4.60599  -1.78861  0.00
H  8.46023  0.95364  3.23303  0.00
H  3.07008  0.85080  0.88614  0.00
H  -0.59489  3.60501  2.32637  0.00
H  5.17123  -1.68770  2.53682  0.00

Atoms 1-6, force components in eV/Å:
-0.09 -0.09 -0.41
0.63 0.29 0.50
0.01 -0.05 -0.02
0.33 0.41 -0.38
-0.23 0.31 -0.18
-0.49 -0.69 0.21